(1)
Here is 37 unconnected molecules or ions with the total composition C22H105F10NO41P from the OMol25 dataset. Energies are from ωB97M-V/def2-TZVPD.

The geometry in XYZ format:
```
180
Properties=species:S:1:pos:R:3:forces:R:3
C -5.46706 1.82020 0.94609 -0.16 0.02 0.07
C -5.36988 1.39974 -0.51752 0.23 -0.03 0.09
C -3.95898 1.60983 -1.13027 -0.24 -0.22 0.11
C -3.35925 0.23007 -1.45102 0.04 -0.15 -0.05
C -1.83691 0.03669 -1.54628 0.13 0.34 0.04
O -1.62889 -0.81022 -2.67732 -0.33 -0.51 -0.09
C -0.64446 -1.79275 -2.64836 0.25 0.10 0.22
F 0.57952 -1.09943 -2.61188 -0.03 -0.19 0.00
C -0.77134 -2.61796 -3.91865 -0.34 0.16 -0.11
C -0.16133 -1.98906 -5.17293 -0.31 0.34 -0.11
C 1.26548 -2.38764 -5.41150 0.27 -0.03 -0.09
O 1.58184 -3.51318 -5.70564 -0.05 -0.29 -0.03
O 2.22206 -1.45683 -5.30456 -0.09 0.23 0.09
C -0.72328 -2.73152 -1.40920 -0.20 0.28 0.01
P 0.83261 -3.57883 -0.70656 -0.25 0.01 0.16
C 1.60603 -4.13401 -2.25436 0.17 -0.07 -0.02
C 2.00749 -2.28213 -0.09465 0.16 0.02 0.06
C 3.03436 -1.60376 -0.99779 0.20 0.16 0.34
N -1.62360 -2.04897 -0.33890 0.36 -0.26 0.00
C -1.87190 -2.82628 0.94550 -0.29 -0.25 0.08
C -0.91127 -2.67112 2.13865 -0.09 -0.33 -0.45
O 0.21110 -3.05989 2.16074 0.31 0.38 -0.01
O -1.53139 -2.15469 3.23643 -0.06 0.88 -0.27
C -1.22293 -0.59612 -0.27446 -0.10 0.43 -0.20
C -1.63195 0.19305 0.96473 0.09 0.12 0.34
C -0.80200 1.48561 0.97108 -0.04 -0.18 -0.01
C -0.98675 2.35302 2.19388 -0.05 0.24 -0.15
F -2.28760 2.69359 2.33511 -0.08 0.02 0.02
F -0.64357 1.71155 3.33710 0.21 -0.14 -0.03
C -0.18743 3.71468 2.12389 0.33 -0.19 -0.28
F 0.05575 4.19338 3.35259 -0.21 -0.05 0.01
F -0.96281 4.58288 1.45072 0.02 0.16 -0.01
C 1.18565 3.73601 1.35010 0.21 -0.06 0.22
F 1.67617 5.00523 1.41732 -0.39 -0.49 0.09
F 0.94760 3.46829 0.03566 0.30 0.04 0.53
C 2.33523 2.78270 1.89073 -1.11 0.09 0.05
F 2.02329 2.33774 3.10730 -0.19 -0.02 0.42
F 2.45406 1.73124 1.10177 0.06 -0.60 -0.62
F 3.46840 3.40039 1.95248 0.98 0.68 -0.06
H -6.44488 1.53687 1.34361 0.08 0.08 0.03
H -5.37801 2.89859 1.08754 0.01 -0.07 -0.14
H -4.71111 1.33404 1.56697 0.05 -0.09 -0.10
H -6.14879 1.91380 -1.08391 0.14 -0.02 -0.06
H -5.57676 0.32477 -0.57433 -0.29 0.16 -0.08
H -3.35271 2.17273 -0.41555 0.09 0.02 -0.08
H -4.01572 2.18726 -2.05681 0.13 0.06 0.17
H -3.77215 -0.08466 -2.41323 0.02 0.07 0.18
H -3.76453 -0.48678 -0.72230 0.03 -0.01 -0.01
H -1.32679 0.98807 -1.74163 -0.06 -0.10 0.02
H -1.84744 -2.72570 -4.09117 0.15 -0.10 0.05
H -0.41463 -3.62796 -3.74089 0.14 0.04 -0.15
H -0.72399 -2.36268 -6.03264 0.07 0.05 0.15
H -0.29532 -0.90353 -5.19184 0.01 -0.13 0.09
H 1.84444 -0.57500 -5.15653 0.09 -0.13 -0.04
H -1.30687 -3.59996 -1.73922 -0.01 0.10 0.08
H 2.51061 -4.66313 -1.93445 -0.07 0.04 -0.08
H 1.90341 -3.33588 -2.93378 -0.04 -0.07 0.00
H 0.95885 -4.86362 -2.74525 0.12 0.03 0.04
H 2.55279 -2.85881 0.66485 -0.04 0.07 -0.06
H 1.46809 -1.53497 0.49549 -0.06 -0.10 0.02
H 2.62003 -0.79038 -1.58890 -0.09 -0.20 -0.11
H 3.81168 -1.16932 -0.36124 -0.06 -0.09 -0.14
H 3.55878 -2.30186 -1.64912 -0.10 0.08 -0.02
H -2.55415 -2.03891 -0.76950 0.02 -0.06 0.07
H -2.88578 -2.57031 1.27195 0.19 0.04 -0.06
H -1.85502 -3.88378 0.66230 0.08 0.14 0.00
H -0.91386 -1.50333 3.62834 0.13 -0.65 0.51
H -0.13324 -0.58519 -0.34457 -0.09 -0.15 -0.06
H -2.70015 0.40074 0.99445 -0.03 0.00 -0.04
H -1.40270 -0.34323 1.88358 -0.02 -0.03 -0.15
H 0.24767 1.19259 0.91264 0.01 0.12 -0.01
H -1.02025 2.11584 0.10818 -0.05 -0.07 -0.02
O 3.69797 3.53214 -1.44924 -0.10 0.21 0.10
H 3.61525 4.45562 -1.18124 0.08 0.02 -0.01
H 3.07512 3.05388 -0.89551 0.09 0.02 0.28
O -0.58347 -5.95763 -3.89472 0.19 -0.01 0.02
H -1.10978 -6.70988 -4.19814 -0.15 0.03 0.14
H -0.14686 -5.64160 -4.69606 -0.16 0.00 -0.13
O 1.20243 -0.34768 4.44088 -0.29 -0.10 -0.09
H 1.57257 0.45540 4.05995 0.00 -0.05 0.09
H 1.04611 -0.13944 5.36906 0.12 -0.08 -0.02
O -7.20636 4.14045 2.21993 -0.01 -0.11 -0.03
H -8.07390 4.52776 2.36920 -0.02 -0.01 -0.05
H -6.64020 4.65674 2.81176 -0.09 0.07 0.07
O 2.82652 1.49268 -3.06292 -0.23 -0.09 -0.27
H 2.89453 2.31184 -2.55592 0.26 -0.03 -0.19
H 2.28659 0.88689 -2.54580 0.01 -0.03 -0.07
O 3.38827 7.36564 0.03018 -0.21 -0.11 -0.16
H 3.38818 8.28922 0.30660 0.07 0.01 -0.04
H 2.69609 6.95653 0.55867 0.12 0.06 0.19
O 5.64351 6.23611 -2.15427 -0.15 -0.17 0.01
H 4.96428 6.78256 -1.74103 0.03 0.06 0.02
H 5.16271 5.54924 -2.62905 0.02 0.02 -0.04
O 0.41344 6.14022 -1.00561 0.18 0.03 -0.09
H 1.17569 6.73365 -0.99685 -0.07 0.10 -0.17
H 0.57550 5.54146 -0.27399 -0.15 0.15 -0.10
O -6.71352 6.18295 4.13138 -0.16 0.06 0.05
H -7.22323 6.98614 3.98951 0.03 0.01 0.05
H -6.29224 6.26994 4.99622 0.25 -0.07 -0.12
O -1.73623 -5.01694 4.46010 -0.41 0.07 -0.22
H -1.48637 -4.13680 4.16624 0.25 0.01 0.12
H -1.99966 -4.86106 5.37525 0.25 -0.16 0.11
O -3.95719 -1.76995 -4.44763 0.16 0.23 -0.29
H -4.79500 -1.28719 -4.41703 -0.09 -0.33 0.19
H -3.37093 -1.33989 -3.81866 0.07 0.11 0.00
O -4.37618 5.25417 5.58879 0.00 -0.05 0.11
H -4.56014 4.34367 5.31661 -0.01 0.04 -0.08
H -3.65764 5.53956 5.01816 -0.02 0.08 0.01
O 6.16286 -2.04390 -0.54506 -0.09 0.15 0.00
H 6.93013 -1.90270 -1.11090 0.06 -0.18 0.03
H 6.39155 -1.57232 0.26580 0.01 -0.05 0.03
O -1.78697 8.31785 0.49125 0.09 -0.04 0.03
H -1.59669 7.37941 0.58368 -0.01 0.00 -0.06
H -1.50519 8.52093 -0.40649 -0.04 0.01 -0.01
O -0.97916 -4.91441 -6.69217 0.08 0.23 0.05
H -1.56864 -4.65632 -7.40752 -0.01 -0.10 -0.02
H -0.14479 -4.46359 -6.87905 0.05 -0.15 -0.03
O -6.68281 -1.95245 -3.70652 -0.11 0.16 0.05
H -7.42286 -1.46397 -3.33149 -0.03 -0.02 -0.04
H -7.08587 -2.59061 -4.30487 0.06 -0.02 -0.01
O -4.42025 -0.18457 3.51465 0.17 -0.11 -0.08
H -3.90755 0.60231 3.73325 -0.15 0.05 0.09
H -4.08553 -0.87153 4.10372 -0.06 0.06 0.11
O 8.09095 0.26697 0.35853 -0.04 -0.09 0.18
H 7.74197 1.09422 0.01456 0.06 -0.04 -0.12
H 8.40752 0.47681 1.24716 0.11 0.05 0.12
O -4.90941 -2.40913 1.61851 -0.06 0.04 0.04
H -5.24875 -1.65213 2.11612 0.14 0.08 0.00
H -5.40761 -3.16853 1.93730 -0.06 -0.02 -0.08
O -2.11687 -0.23459 -6.81944 -0.04 0.11 0.11
H -2.20346 0.59987 -7.29128 0.03 -0.03 -0.04
H -2.87539 -0.27186 -6.22515 -0.04 -0.16 -0.04
O 2.86705 0.12563 -7.79816 -0.04 -0.06 0.00
H 3.58031 0.76240 -7.67902 -0.06 0.06 0.13
H 3.13276 -0.60839 -7.23379 0.03 -0.01 -0.04
O -5.74844 2.89483 4.66492 -0.03 -0.17 0.16
H -6.50357 3.23934 5.15551 0.00 0.05 -0.04
H -6.14171 2.26951 4.04620 0.04 0.10 -0.13
O -3.88893 -3.18784 5.92171 -0.05 0.14 -0.09
H -4.57035 -3.82789 5.68872 0.00 -0.02 0.05
H -3.34999 -3.11613 5.12613 0.10 -0.14 0.03
O 9.33149 0.87848 3.12582 -0.12 -0.03 -0.01
H 9.20085 1.67619 3.64748 0.02 0.02 -0.03
H 10.04429 0.40633 3.56735 0.03 -0.01 -0.06
O -2.47539 -8.06833 -3.16543 0.09 0.01 -0.06
H -2.74943 -7.37923 -2.55269 -0.01 -0.01 0.01
H -1.73766 -8.50739 -2.72834 -0.04 -0.05 0.02
O -0.80596 2.57973 6.44531 0.02 0.06 -0.01
H -0.63245 1.64102 6.55631 -0.04 -0.01 0.00
H -0.51965 2.79979 5.55387 0.00 -0.06 0.01
O 9.27752 -2.31427 -0.73148 -0.01 0.09 0.16
H 9.08005 -1.53716 -0.19133 0.00 0.12 -0.15
H 9.97203 -2.77814 -0.25558 0.00 -0.06 -0.08
O 2.48245 -5.20395 -8.34049 -0.07 0.04 0.06
H 3.24757 -5.75229 -8.14442 0.00 -0.01 -0.02
H 2.38903 -4.63185 -7.57042 0.07 0.03 0.07
O -0.22250 -3.57801 6.46308 -0.10 0.06 -0.10
H 0.52782 -3.54804 5.84530 0.22 -0.11 0.11
H 0.02245 -3.06417 7.24068 -0.17 0.03 0.02
O 6.01468 -1.96043 2.61325 -0.08 0.08 -0.02
H 6.70878 -2.60930 2.76801 -0.02 -0.03 -0.05
H 6.01533 -1.40085 3.39571 0.08 -0.02 0.01
O 7.67977 6.92252 -4.37695 -0.03 -0.08 -0.08
H 7.61851 7.84539 -4.11483 0.02 0.00 0.00
H 7.03234 6.47677 -3.81868 0.05 0.17 0.13
O 0.61743 3.83282 -3.62341 -0.09 -0.17 0.14
H 1.34574 3.22847 -3.80848 0.02 -0.01 -0.05
H 0.88375 4.35027 -2.85680 0.00 0.17 -0.03
O 4.66123 1.41528 -5.70989 0.07 0.08 0.02
H 5.54699 1.78758 -5.76184 0.00 -0.03 0.01
H 4.42874 1.43594 -4.77400 -0.11 -0.06 0.00
O -1.88906 -2.83091 8.64837 0.05 0.06 0.06
H -2.50208 -2.20810 9.04958 -0.01 -0.04 0.03
H -2.44078 -3.41598 8.11734 0.01 0.08 -0.11
O 2.12946 -3.88089 4.97448 0.03 0.09 -0.06
H 2.32050 -3.39937 4.16334 -0.03 0.01 -0.06
H 2.29515 -4.80826 4.77107 -0.06 -0.03 0.08
O 0.79484 -6.25228 7.48630 0.10 -0.04 -0.06
H 0.47381 -5.40229 7.15715 -0.15 0.08 0.01
H 1.14864 -6.06653 8.36055 -0.02 -0.01 0.00
```
Forces are in eV/Å.

**Multiplicity**: 1
**Net charge**: +1
**E_HOMO**: -11.2 eV
**Frontier orbital gap**: 8.7 eV

=====

(2)
Here is a molecular structure, C22H10BrCl5N3O6SV from the OMol25 dataset. Energies are from ωB97M-V/def2-TZVPD.

The geometry in XYZ format:
```
49
Properties=species:S:1:pos:R:3:forces:R:3
V -0.87073 1.45311 -1.14717 -0.36 -0.09 0.03
Cl -7.32206 -1.07950 -2.26683 -0.02 -0.01 -0.01
C -5.93771 -0.22344 -1.77180 0.05 0.07 0.06
C -4.70596 -0.50874 -2.36805 0.02 -0.07 -0.07
Cl -4.52536 -1.68605 -3.59194 -0.03 0.02 0.03
C -3.61137 0.20578 -1.93128 0.06 0.08 0.05
Cl -2.00307 -0.04807 -2.63315 -0.02 0.01 0.04
C -3.67173 1.18557 -0.95454 -0.14 -0.25 -0.24
O -2.52236 1.82368 -0.63458 0.61 0.20 -0.11
C -4.89228 1.47173 -0.36653 0.04 0.18 0.20
Cl -4.95117 2.67222 0.84644 -0.01 -0.05 -0.05
C -6.02523 0.76208 -0.77539 -0.02 -0.08 -0.07
Cl -7.52488 1.10288 -0.05073 -0.01 0.01 0.01
O 0.28924 0.17427 6.62032 0.02 -0.03 0.01
S 0.73973 -1.08863 7.17230 -0.04 0.03 0.09
O -0.30485 -1.94223 7.69431 0.03 0.01 -0.02
O 1.96921 -1.03719 7.92463 -0.01 -0.02 -0.04
C 1.21459 -2.01576 5.67504 -0.01 0.09 -0.17
N 1.76430 -3.23846 5.76951 0.01 -0.03 0.00
C 2.03056 -3.87860 4.64683 -0.01 0.02 0.14
C 1.75659 -3.34690 3.38527 0.00 0.01 -0.14
C 1.20551 -2.07873 3.39451 0.01 0.00 0.10
N 0.95100 -1.42131 4.52100 0.01 -0.06 0.07
C 0.80303 -1.30863 2.21136 -0.01 0.00 -0.04
C 0.35580 0.01257 2.42322 0.04 -0.02 0.00
C -0.09488 0.73247 1.36253 -0.07 0.00 -0.05
N -0.14173 0.21160 0.10112 0.05 -0.14 0.12
C 0.30775 -1.05054 -0.11946 -0.01 0.03 0.01
C 0.79075 -1.81730 0.90156 0.00 0.01 0.04
H 2.47760 -4.86181 4.74460 0.00 0.00 -0.01
H 1.98009 -3.90439 2.48609 0.00 0.00 0.01
H 0.35720 0.40451 3.43544 0.00 0.00 0.00
H -0.46635 1.74857 1.48947 0.00 0.00 0.01
H 0.26108 -1.41811 -1.13587 -0.01 0.01 0.00
H 1.13048 -2.82038 0.68836 0.00 0.00 0.00
Br 1.97143 -0.74275 -6.23191 0.03 0.04 0.02
C 2.63324 0.71530 -5.23385 -0.04 -0.08 -0.06
C 3.85741 1.28593 -5.55772 -0.01 0.02 0.03
C 4.33423 2.35890 -4.81652 0.00 0.00 -0.01
C 3.59985 2.86062 -3.75700 0.02 0.03 0.04
C 2.37432 2.27590 -3.44212 -0.09 -0.12 -0.05
C 1.88330 1.20154 -4.18253 0.01 0.04 0.04
C 1.64376 2.84089 -2.31023 0.37 0.37 -0.14
O 1.89350 3.74120 -1.59928 -0.07 -0.03 0.09
O 0.39021 2.13298 -2.03167 -0.40 -0.17 0.09
H 4.43108 0.89272 -6.38553 0.00 0.00 0.00
H 5.28613 2.80445 -5.06940 0.00 -0.01 -0.01
H 3.96096 3.69447 -3.17099 0.00 0.00 -0.01
H 0.92778 0.75159 -3.95784 0.00 0.00 -0.01
```
Forces are in eV/Å.

**Multiplicity**: 2
**Net charge**: +1
**E_HOMO (spin up / spin down)**: -9.3 / -9.3 eV
**Energy above the lowest of the compared OMol25 structures with the same formula, charge and spin**: 6.01 kJ/mol
**Frontier orbital gap (spin up / spin down)**: 1.9 / 2.5 eV

=====

(3)
Here is C22H11ClF3N5O4 in the gas phase from the OMol25 dataset. Energies are from ωB97M-V/def2-TZVPD.

The geometry in XYZ format:
```
46
Properties=species:S:1:pos:R:3:forces:R:3
N 5.04890 0.79432 1.47774 4.14 5.19 -6.98
O -2.39846 -2.62936 6.07816 -2.12 -0.74 0.47
O -3.62829 -0.43985 -0.67696 -0.62 -0.61 0.69
F 1.52983 -0.98706 1.80074 -0.03 0.12 -1.76
F 1.51278 0.83710 0.63710 0.28 -0.40 -0.33
F 1.78297 -1.06883 -0.43343 -0.31 0.29 0.95
Cl -6.50468 -3.70669 4.69417 -0.46 -0.02 -0.17
N 6.03193 2.15541 -0.37350 0.79 -1.47 3.94
N -1.02007 -1.11331 1.47095 1.13 0.54 -0.43
N 5.54427 1.46029 0.56661 -3.61 -3.39 4.11
O -4.31173 -3.81632 6.46340 1.45 0.91 -0.09
O 1.19684 1.16943 -2.08309 0.87 0.02 -0.54
C -3.51486 -3.00183 5.73142 2.58 0.25 -0.41
C -2.58606 -0.62244 -0.06965 -1.53 0.70 -1.18
C -0.38005 -0.52971 0.48207 -0.48 -1.29 0.66
C -0.15746 1.49037 -3.83792 1.67 0.15 0.19
C 1.15992 1.98394 -4.18601 -1.27 -0.30 0.72
C -0.06655 0.95258 -2.57483 -0.81 0.54 -0.36
C 1.96285 1.78262 -3.08130 -2.33 -0.33 -0.69
C -1.21259 0.38451 -1.87277 0.94 -0.80 2.56
C -1.32230 -0.19908 -0.58886 2.77 1.44 -2.28
C 5.37987 3.17931 -3.83046 -0.76 -0.35 0.83
C -5.52016 -2.63033 2.50358 -0.10 0.00 -0.92
C 6.03981 3.04198 -2.59494 -0.41 0.01 -0.41
C 4.01188 2.77486 -4.00528 2.16 0.54 0.60
C 4.04223 1.95310 -1.71282 -1.03 0.46 -0.76
C -4.59445 -2.05045 1.64921 0.02 -0.19 -0.53
C -2.96549 -2.02020 3.40243 -0.74 -0.61 1.67
C -5.22844 -2.94900 3.79350 2.42 0.77 0.98
C 5.33984 2.40931 -1.52609 -0.71 -0.25 -1.85
C 3.34514 2.18250 -2.93390 1.04 -0.26 1.08
C -3.90900 -2.64359 4.32401 -1.52 0.12 -2.15
C -3.31380 -1.72790 2.07908 0.48 -0.13 0.60
N -2.34643 -1.14854 1.18076 -0.99 -0.43 0.27
C 1.14452 -0.46494 0.59053 -0.74 0.41 1.37
H -5.04953 -4.11338 5.91674 -0.21 -0.07 0.16
H -1.05387 1.55093 -4.41482 -0.24 -0.10 -0.30
H 1.40151 2.48857 -5.11619 0.10 -0.22 0.34
H -2.16589 0.42738 -2.40628 0.36 0.03 0.01
H 5.93338 3.61069 -4.66841 -0.33 -0.09 0.27
H -6.48690 -2.92045 2.12348 -0.11 0.13 -0.17
H 7.08294 3.42027 -2.48118 -1.04 -0.55 0.08
H 3.58828 2.97913 -4.97366 -0.36 -0.19 0.00
H 3.47312 1.48012 -0.90968 0.36 0.07 -0.13
H -4.85617 -1.94320 0.60686 -0.04 0.28 0.05
H -1.95959 -1.78224 3.77951 -0.63 -0.22 -0.16
```
Forces are in eV/Å.

**Multiplicity**: 1
**Net charge**: 0
**E_HOMO**: -8.4 eV
**Energy above the lowest of the compared OMol25 structures with the same formula, charge and spin**: 0.00 kJ/mol
**Frontier orbital gap**: 6.6 eV